1.
Below is C29H44BrMoN3P2S as an isolated structure in a non-equilibrium geometry, with properties calculated with wB97M-V/def2-TZVPD.

expectation value of S² = 2.37
maximum force = 2.87 eV Å⁻¹
M = 704.6 g/mol
calculated total energy = -5016.95309 Eh
frontier orbital gap (alpha / beta) = 5.207 / 2.837 eV

```
! wB97M-V def2-TZVPD RIJCOSX def2/J DEFGRID3
* xyz 4 3
C -5.48057 -1.43272 -0.87967
C -4.11029 -1.26940 -1.19018
C -3.76818 -0.43422 -2.26755
C -4.75979 0.27085 -2.94207
N -6.04613 0.12964 -2.63900
C -6.39242 -0.68851 -1.64095
C -2.94792 -1.90749 -0.62944
C -2.00231 -2.66846 -0.49571
C -0.64994 -3.04813 -0.87782
C 0.25336 -3.62201 0.05320
C 1.39387 -4.37159 -0.33405
C 1.87197 -4.08748 -1.61863
C 1.26190 -3.10395 -2.43608
C -0.09716 -2.72679 -2.13269
Mo 2.09223 -2.33695 -0.57091
P -0.50065 0.85131 0.77102
H -2.73240 -0.36126 -2.60182
H -5.86080 -2.07616 -0.09599
H -4.47674 0.96489 -3.73251
H -7.47755 -0.72296 -1.44123
H -0.75392 -2.23507 -2.84248
H -0.12642 -3.64914 1.05741
H 1.66162 -2.84192 -3.40457
H 1.88012 -5.04510 0.35061
C 0.20372 2.08431 1.98461
C -0.46543 3.44883 2.13509
H 1.25022 2.21763 1.66566
H 0.24694 1.56622 2.95564
H 0.12352 4.06295 2.83091
H -0.52024 4.00520 1.19177
H -1.47375 3.38267 2.56010
C -1.30500 1.91929 -0.53799
C -2.70789 2.47338 -0.32655
H -1.31886 1.25884 -1.42177
H -0.60835 2.73873 -0.77830
H -3.01058 3.04266 -1.21825
H -3.45826 1.68364 -0.20174
H -2.77098 3.16807 0.52124
C -1.97493 0.19381 1.68119
C -2.74291 1.10603 2.62347
H -1.59063 -0.65447 2.26066
H -2.63853 -0.24828 0.92688
H -3.55082 0.53823 3.10658
H -2.11142 1.50551 3.42406
H -3.22302 1.93717 2.09720
Br 4.58034 -2.02174 -0.57397
P 2.39113 1.14317 -1.26421
C 2.03239 2.94222 -1.26564
C 3.19395 3.89167 -1.53248
H 1.62087 3.12331 -0.25771
H 1.22003 3.10925 -1.98655
H 2.82573 4.91854 -1.44940
H 4.00348 3.78274 -0.80406
H 3.60560 3.76115 -2.53789
C 4.18706 1.16914 -0.77078
C 5.24742 1.12506 -1.86785
H 4.31693 0.25266 -0.16513
H 4.34983 2.00945 -0.08262
H 6.21676 0.83502 -1.42945
H 5.02225 0.39108 -2.64940
H 5.38914 2.10300 -2.34742
C 2.28521 0.62684 -3.06575
C 2.84622 1.58593 -4.11270
H 1.19645 0.54759 -3.23141
H 2.68423 -0.39809 -3.18003
H 2.64564 1.19714 -5.12238
H 2.37929 2.57102 -4.04613
H 3.93079 1.71642 -4.03705
C 1.74469 -2.27749 5.06974
N 0.53401 -2.58317 4.32098
C -0.45018 -3.44789 4.75422
C -1.40043 -3.51025 3.78881
N -0.97887 -2.64871 2.78232
C 0.28938 -2.17410 3.04592
S 1.48242 -1.49128 2.01237
H 2.60720 -2.40744 4.41820
H 1.73693 -1.26195 5.45467
H 1.78857 -2.97644 5.91148
H -0.35934 -3.98069 5.68936
H -2.26792 -4.12773 3.68494
H -1.48187 -2.51320 1.90763
*
```



2.
Below is C36H40GeN5O3Ti as an isolated structure in a non-equilibrium geometry, with properties calculated with wB97M-V/def2-TZVPD.

expectation value of S² = 0.75
maximum force = 4.98 eV Å⁻¹
energy relative to the best compared isomer or geometry (same formula, charge and spin) = 1.344 eV
M = 711.2 g/mol
calculated total energy = -4821.18449 Eh
frontier orbital gap (alpha / beta) = 6.393 / 6.427 eV

```
! wB97M-V def2-TZVPD RIJCOSX def2/J DEFGRID3
* xyz 2 2
Ti 8.89504 10.64170 14.50701
C 7.43950 8.99986 16.88912
O 8.66521 9.17219 16.22127
C 9.46056 8.04216 16.12120
C 9.56272 7.13139 17.11349
C 10.27978 5.92243 16.89608
C 11.10382 5.85637 15.76977
C 11.05901 6.84918 14.82899
C 10.20480 7.91833 14.99652
N 10.04755 8.87479 13.96869
N 10.68104 8.64438 12.89540
C 10.62507 9.53933 11.83870
C 9.97808 10.80266 11.76993
O 9.45643 11.42600 12.79876
C 9.84560 11.48940 10.49346
C 10.68459 11.10900 9.48389
C 11.53858 9.89688 9.60552
C 12.32918 9.71870 8.53232
C 13.35734 8.80306 8.65463
C 13.40296 7.95906 9.73856
C 12.42408 8.03768 10.80867
C 11.50935 9.11654 10.75148
H 7.44514 8.33014 17.71398
H 7.15149 10.01248 17.19462
H 6.58803 8.67486 16.25368
H 9.15539 7.42656 18.04163
H 10.22438 5.12989 17.64619
H 11.66692 4.96120 15.65452
H 11.69198 6.95252 13.90358
H 9.43098 12.46248 10.55296
H 10.63125 11.61247 8.48470
H 12.10279 10.22815 7.58609
H 14.02265 8.77963 7.72895
H 14.17214 7.21331 9.74497
H 12.49362 7.32348 11.66412
C 7.72085 12.55266 16.30936
N 8.50340 12.70341 15.02878
C 7.67305 13.50442 14.12350
C 9.73263 13.45628 15.32236
C 10.73198 12.65910 16.16047
N 11.04325 11.28917 15.58604
C 12.22074 11.25653 14.61344
C 11.42926 10.43180 16.75234
H 7.62932 13.57724 16.75660
H 8.22504 11.85564 16.95404
H 6.76234 12.16135 16.06454
H 7.32181 14.44173 14.52430
H 6.77258 12.95974 13.88739
H 8.26121 13.66771 13.24368
H 9.47186 14.37775 15.86322
H 10.09210 13.75954 14.31532
H 10.35655 12.44576 17.13908
H 11.69878 13.17676 16.19630
H 13.21371 11.47164 15.10113
H 12.08010 12.04730 13.92500
H 12.17264 10.27127 14.09896
H 12.23735 10.96691 17.36828
H 11.87605 9.58552 16.22662
H 10.53416 10.19980 17.30234
O 4.68326 10.24282 14.14714
C 5.82727 10.28917 14.22340
N 7.03140 10.25659 14.18834
Ge 8.16964 10.46073 9.51750
C 7.74222 11.60946 8.01520
C 6.80580 12.66056 8.25681
C 6.29211 13.42359 7.21219
C 6.74058 13.24504 5.91711
C 7.68695 12.29743 5.67298
C 8.19250 11.46812 6.71076
C 8.31761 8.59762 9.67123
C 8.50432 7.83014 8.56706
C 8.59608 6.40482 8.71754
C 8.28657 5.84396 9.90274
C 8.07850 6.65091 11.00459
C 8.10995 8.00021 10.89410
H 7.32706 10.83338 10.73891
H 6.46163 12.82510 9.28978
H 5.64380 14.26681 7.43285
H 6.35422 13.87601 5.06344
H 8.01362 12.06894 4.65794
H 8.95616 10.75561 6.45452
H 8.57740 8.24938 7.55601
H 8.80319 5.77273 7.87425
H 8.24470 4.74969 10.06448
H 7.95796 6.13380 11.99986
H 7.95890 8.63949 11.78407
*
```



3.
Below is an isolated ion of composition C5H8NO4S and charge -1 in a non-equilibrium geometry, with properties calculated with wB97M-V/def2-TZVPD.

maximum force = 3.61 eV Å⁻¹
energy relative to the best compared isomer or geometry (same formula, charge and spin) = 1.616 eV
M = 178.2 g/mol
calculated total energy = -949.21659 Eh
frontier orbital gap = 7.224 eV
SMILES string = C/N=C\C=[S@@](=O)([O-])OC(C)=O

```
! wB97M-V def2-TZVPD RIJCOSX def2/J DEFGRID3
* xyz -1 1
C 2.32550 0.41216 -0.78441
N 2.48915 1.23795 0.45865
C 1.69416 1.08215 1.49408
C 0.63167 0.31866 1.97991
S -0.05894 -1.15001 1.24912
O 0.92652 -2.15100 1.01428
O -1.24742 -1.61690 1.91877
O -0.66844 -0.91089 -0.47255
C -1.70711 -0.12182 -0.50347
C -2.61389 -0.31900 -1.71007
O -1.87321 0.77561 0.33058
H 1.80534 1.00303 -1.64436
H 3.33166 0.20972 -1.15846
H 1.77468 -0.50281 -0.70045
H 1.89694 1.94251 2.18334
H -0.20736 0.77754 2.46254
H -3.58524 -0.51712 -1.36417
H -2.26416 -1.08194 -2.43349
H -2.64984 0.61214 -2.31983
*
```



4.
Below is C14H26NO2PSiV as an isolated structure in a non-equilibrium geometry, with properties calculated with wB97M-V/def2-TZVPD.

expectation value of S² = 0.76
maximum force = 4.50 eV Å⁻¹
energy relative to the best compared isomer or geometry (same formula, charge and spin) = 3.811 eV
M = 350.4 g/mol
calculated total energy = -2328.92282 Eh
frontier orbital gap (alpha / beta) = 7.176 / 5.602 eV

```
! wB97M-V def2-TZVPD RIJCOSX def2/J DEFGRID3
* xyz 0 2
V -0.34119 -0.12820 1.08795
Si -2.59714 -0.11590 0.28302
P 1.17095 -0.59466 -1.69740
N 0.03903 1.36680 1.80323
H 1.39330 -2.21903 -1.76472
C 2.77851 -0.06057 -2.38371
H 2.62072 0.52418 -3.29496
H 3.41420 -0.91690 -2.59577
H 3.25578 0.58303 -1.62947
C 0.02611 -0.59455 -3.13309
H 0.48226 -0.02144 -3.94997
H -0.92924 -0.12900 -2.83672
H -0.15869 -1.61233 -3.46958
C 0.70430 1.19711 -1.29558
H 0.94397 1.76601 -2.20677
H 1.30499 1.60417 -0.47596
H -0.36735 1.34198 -1.10031
C -3.36646 -1.48946 -0.78231
H -3.29137 -2.44547 -0.25164
H -2.84979 -1.56422 -1.74434
H -4.42411 -1.25133 -0.95806
H -3.62485 0.03868 1.35070
H -2.77232 1.06615 -0.63779
C 0.09820 2.57723 2.36014
C 1.30909 4.26234 3.61426
C 1.27388 3.00922 3.03952
C -1.00973 3.46385 2.23332
C -0.95097 4.71899 2.81956
C 0.20095 5.12065 3.51852
H 2.22094 4.57217 4.13018
H 2.10475 2.29659 3.07591
H -1.88750 3.11663 1.67269
H -1.80121 5.38904 2.72386
H 0.24184 6.10646 3.98651
C 0.25305 -3.17312 -0.60125
O -0.56347 -2.33428 -0.10732
C 1.47484 -3.61200 0.17181
H 1.98365 -4.46227 -0.30607
H 1.20945 -3.89490 1.19909
H 2.20074 -2.78635 0.23605
C -0.22887 -4.07118 -1.70426
H 0.58757 -4.38281 -2.36421
H -0.98943 -3.56207 -2.29664
H -0.67847 -4.98070 -1.28912
O -0.18441 -2.29246 3.17759
C -0.27647 -1.42606 2.39308
*
```